A molecular structure, C32H44AsCl2N2O3RuSi3 in a non-equilibrium geometry. Source: the Open Molecules 2025 dataset; level of theory: ωB97M-V with the def2-TZVPD basis set.

The geometry in XYZ format:
```
88
C32H44AsCl2N2O3RuSi3, DFT ωB97M-V with the def2-TZVPD basis set
Ru 11.24 17.63 11.11
Cl 12.72 22.45 10.09
C 13.54 21.33 11.09
C 14.79 21.57 11.58
C 15.32 20.78 12.62
Cl 16.61 21.43 13.55
C 14.72 19.55 12.93
C 15.17 18.72 13.97
C 14.60 17.47 14.08
C 13.57 17.03 13.27
N 13.01 17.84 12.38
C 13.56 19.11 12.24
C 12.93 20.07 11.34
O 11.79 19.76 10.77
H 15.33 22.40 11.22
H 15.97 19.00 14.56
H 14.92 16.76 14.84
H 13.16 16.01 13.33
C 6.87 19.96 13.65
Si 8.75 20.14 13.40
C 9.21 21.53 12.22
C 9.38 20.41 15.17
As 9.66 18.06 12.70
Si 8.72 16.16 14.12
C 9.37 16.34 15.94
C 9.45 14.58 13.29
C 6.83 16.04 14.04
Si 9.07 17.82 10.28
C 8.29 19.39 9.57
C 9.97 17.28 8.66
C 7.69 16.63 10.39
H 6.65 19.18 14.45
H 6.32 19.55 12.76
H 6.40 20.93 13.89
H 8.53 21.60 11.38
H 10.21 21.31 11.85
H 9.18 22.47 12.78
H 9.69 21.45 15.25
H 10.21 19.72 15.49
H 8.55 20.31 15.89
H 10.39 16.81 15.94
H 9.52 15.37 16.29
H 8.56 16.81 16.51
H 10.30 14.69 12.59
H 8.64 14.14 12.70
H 9.83 13.92 14.14
H 6.42 16.92 14.56
H 6.60 15.16 14.66
H 6.35 15.92 13.06
H 7.66 20.03 10.20
H 7.59 18.99 8.85
H 9.11 19.98 9.04
H 10.85 17.92 8.46
H 9.26 17.32 7.84
H 10.40 16.29 8.70
H 6.87 17.00 11.11
H 7.99 15.56 10.62
H 7.13 16.64 9.44
C 10.87 13.26 7.00
O 11.72 12.90 8.10
C 12.37 11.74 8.01
C 13.10 11.31 6.93
C 13.65 10.02 6.94
C 13.71 9.27 8.12
C 13.25 9.86 9.33
C 12.59 11.08 9.31
N 11.99 11.62 10.44
C 12.12 12.85 10.97
C 13.18 13.70 10.71
C 14.43 13.12 10.33
C 15.49 13.90 9.85
C 15.28 15.25 9.49
C 14.07 15.87 9.77
C 13.01 15.18 10.50
O 11.91 15.74 10.91
H 10.12 12.48 6.78
H 11.46 13.42 6.08
H 10.38 14.17 7.27
H 13.18 11.99 6.08
H 14.00 9.60 5.98
H 14.30 8.34 8.09
H 13.50 9.34 10.25
H 11.46 10.93 11.03
H 11.33 13.19 11.62
H 14.58 12.05 10.39
H 16.49 13.50 9.67
H 16.14 15.87 9.19
H 13.93 16.92 9.57
```

Properties
- Multiplicity: 5
- Net charge: +3
- LUMO (alpha / beta): -9.05 / -11.74 eV
- Frontier orbital gap (alpha / beta): 5.507 / 3.460 eV

Mulliken population analysis, charges in e, atoms 1 to 6: -0.111, -0.081, 0.123, -0.364, 0.685, -0.123